This record from the OMol25 dataset describes C24H29BeN3OSi as an isolated structure. The level of theory is ωB97M-V/def2-TZVPD.

Values from the calculation:
HOMO (eV): -7.6
Lowest unoccupied orbital energy (eV): -0.06

Geometry as ORCA input:
```
! wB97M-V def2-TZVPD RIJCOSX def2/J DEFGRID3
* xyz 0 1
Be 0.072 0.237 -0.020
O -0.962 -1.036 -0.733
C -2.069 -0.797 -1.626
C -3.259 -0.328 -0.815
C -2.924 0.805 0.170
C -2.157 1.918 -0.477
C -2.778 3.092 -0.877
C -2.048 4.070 -1.528
C -0.708 3.838 -1.790
C -0.155 2.646 -1.369
N -0.847 1.709 -0.705
H -0.333 -1.632 -1.154
H -2.301 -1.729 -2.140
H -1.776 -0.055 -2.371
H -3.667 -1.164 -0.245
H -4.023 -0.003 -1.525
H -2.336 0.404 0.992
H -3.847 1.196 0.596
H -3.831 3.227 -0.672
H -2.519 4.995 -1.834
H -0.095 4.563 -2.307
H 0.880 2.410 -1.573
N 6.553 -0.765 -3.118
C 5.522 -0.599 -2.635
C 4.229 -0.392 -2.029
C 3.240 -1.360 -2.143
C 1.998 -1.136 -1.565
C 1.660 0.026 -0.853
C 2.709 0.960 -0.753
C 3.959 0.775 -1.320
H 3.448 -2.278 -2.678
H 1.288 -1.957 -1.686
H 2.567 1.871 -0.178
H 4.733 1.525 -1.212
C 2.828 0.442 2.615
Si 1.058 1.094 2.658
C 1.052 2.898 2.124
C 0.537 1.065 4.457
N 0.005 0.167 1.642
C -0.717 -0.889 2.239
C -0.403 -2.227 1.962
C -1.131 -3.275 2.506
C -2.197 -3.026 3.362
C -2.515 -1.709 3.665
C -1.790 -0.662 3.111
H 3.558 1.225 2.389
H 2.929 -0.332 1.852
H 3.105 0.005 3.577
H 1.957 3.407 2.468
H 0.190 3.421 2.550
H 0.999 3.018 1.041
H 1.381 1.387 5.075
H 0.250 0.063 4.783
H -0.301 1.737 4.659
H 0.451 -2.431 1.324
H -0.854 -4.296 2.271
H -2.762 -3.843 3.792
H -3.335 -1.492 4.339
H -2.054 0.364 3.347
*
```